{
  "formula": "C6H9N3O3",
  "method": "ωB97M-V with the def2-TZVPD basis set",
  "elements": ["C", "C", "C", "C", "C", "C", "N", "N", "N", "O", "O", "O", "H", "H", "H", "H", "H", "H", "H", "H", "H"],
  "positions_angstrom": [[0.8824, 0.4219, 1.1585], [-0.4135, -0.5078, -1.0169], [1.7081, -0.1014, 2.2419], [-0.7761, 1.6096, 0.1729], [1.0641, -0.4376, -0.6610], [-2.5503, 0.6442, -1.1226], [0.0218, 1.2759, 1.2707], [-1.1155, 0.6136, -0.8636], [1.6207, -1.7656, -0.4199], [2.4604, -1.0821, 1.8659], [-0.9235, -1.5762, -1.3274], [1.6565, 0.3342, 3.3876], [-1.8282, 1.6463, 0.6647], [-0.4572, 2.7183, -0.1335], [1.7909, 0.2252, -1.1799], [-2.7758, -0.1664, -1.7826], [-3.0476, 0.5127, -0.2009], [-2.6991, 1.6451, -1.5587], [2.2644, -1.5002, 0.9822], [2.2011, -2.0942, -1.1937], [0.9165, -2.4155, -0.2837]],
  "atomic_forces_ev_per_a": [[0.511, -1.929, -3.883], [0.912, -0.904, -0.082], [0.126, 0.580, 2.774], [-3.020, 2.427, 0.367], [0.024, 0.493, 3.325], [1.433, 0.578, -1.137], [-0.022, 0.690, 0.321], [0.742, 1.506, 0.559], [1.895, 1.802, -1.263], [1.487, -0.951, 1.280], [0.164, -0.041, -0.203], [0.157, -0.565, -1.961], [1.710, 1.026, -0.652], [-0.792, -2.478, 0.066], [-0.965, -0.387, 0.245], [-0.330, -0.210, -0.538], [-0.976, -0.075, 0.918], [-0.672, -0.547, 0.108], [-0.248, 0.282, -0.624], [-0.229, 0.201, 0.266], [-1.907, -1.498, 0.114]],
  "nbo_charge": [0.2223, 0.6235, 0.6915, -0.0801, -0.1645, -0.4049, -0.3557, -0.4353, -0.8406, -0.6751, -0.6423, -0.5450, 0.2086, 0.2251, 0.2399, 0.2427, 0.1942, 0.2058, 0.5005, 0.3897, 0.3996],
  "homo_ev": -9.31,
  "e_above_lowest_kj_mol": 194.4,
  "total_charge": 0,
  "lumo_energy_ev": 0.3,
  "multiplicity": 1
}

***

{
  "formula": "C3H2Cl3NO3",
  "method": "ωB97M-V with the def2-TZVPD basis set",
  "elements": ["C", "C", "C", "N", "O", "O", "O", "Cl", "Cl", "Cl", "H", "H"],
  "positions_angstrom": [[-0.8701, 1.1587, -0.9065], [0.1501, 0.7620, -0.0149], [0.6305, 0.5825, 1.2883], [-0.2210, -2.9763, -1.0932], [-0.4808, -1.8119, -0.9731], [0.4906, -3.7110, -0.4791], [0.5555, 1.2699, -1.1827], [0.7529, 2.3354, 2.0276], [-0.5562, -0.3147, 2.2249], [2.3110, 0.1191, 1.3135], [-1.3630, 0.4858, -1.5410], [-1.3996, 2.1006, -0.6638]],
  "atomic_forces_ev_per_a": [[-0.821, 1.652, 1.043], [-0.394, -1.322, -1.162], [0.225, 1.432, 0.321], [0.452, 0.245, 0.691], [0.075, -0.703, -0.214], [-0.504, 0.432, -0.485], [0.899, 0.519, 0.310], [-0.413, 0.268, 0.397], [0.486, -0.156, 0.117], [0.238, -0.999, 0.088], [-0.679, -0.979, -0.617], [0.437, -0.390, -0.487]],
  "nbo_charge": [-0.1133, 0.2442, -0.1412, 0.5212, -0.2869, -0.2487, -0.4024, -0.1172, 0.0726, 0.0724, 0.2038, 0.1955],
  "homo_ev": [-10.71, -8.10],
  "e_above_lowest_kj_mol": 264.0,
  "total_charge": 0,
  "lumo_energy_ev": [-0.6, -2.1],
  "multiplicity": 1
}

***

{
  "formula": "C22H18FN7",
  "method": "ωB97M-V with the def2-TZVPD basis set",
  "elements": ["C", "C", "N", "C", "C", "C", "C", "H", "H", "H", "C", "C", "N", "C", "N", "H", "C", "N", "C", "C", "C", "C", "C", "C", "F", "H", "H", "H", "H", "H", "H", "H", "C", "C", "N", "N", "C", "N", "C", "C", "C", "H", "H", "H", "H", "H", "H", "H"],
  "positions_angstrom": [[-3.1674, -3.6212, -0.4994], [-1.7742, -3.2480, -0.1020], [-1.5195, -1.9578, 0.0088], [-0.3047, -1.5463, 0.3712], [0.7269, -2.4518, 0.6384], [0.4633, -3.8052, 0.5183], [-0.8020, -4.2187, 0.1415], [-1.0394, -5.2663, 0.0403], [1.2397, -4.5293, 0.7203], [1.7058, -2.1173, 0.9473], [-0.1067, -0.1144, 0.4474], [-0.9858, 0.9611, 0.4001], [-0.2781, 2.1278, 0.3903], [0.9857, 1.8003, 0.4394], [1.1445, 0.4573, 0.4786], [2.0241, -0.0323, 0.4952], [2.1315, 2.7650, 0.4459], [3.3571, 2.1438, 0.8789], [4.1890, 1.4439, 0.0420], [3.8182, 1.0014, -1.2305], [4.6915, 0.2556, -2.0025], [5.9503, -0.0781, -1.5362], [6.3447, 0.3460, -0.2759], [5.4713, 1.0896, 0.4817], [5.8531, 1.5114, 1.7199], [7.3188, 0.1098, 0.1218], [6.6237, -0.6614, -2.1431], [4.3769, -0.0695, -2.9826], [2.8420, 1.2448, -1.6196], [3.7861, 2.5051, 1.7152], [2.2418, 3.1936, -0.5609], [1.8783, 3.5857, 1.1198], [-2.4401, 1.0077, 0.3799], [-3.0499, 2.0332, -0.2996], [-4.3907, 2.1000, -0.3175], [-5.1555, 3.0021, -0.9284], [-6.3838, 2.6095, -0.6374], [-6.4708, 1.5144, 0.1205], [-5.2020, 1.1800, 0.3319], [-4.5979, 0.1448, 1.0544], [-3.2347, 0.0663, 1.0775], [-2.7458, -0.7132, 1.6361], [-5.2265, -0.5557, 1.5785], [-7.2455, 3.1397, -0.9897], [-2.5019, 2.7980, -0.8247], [-3.7534, -2.7203, -0.6548], [-3.6325, -4.2230, 0.2797], [-3.1554, -4.2081, -1.4160]],
  "atomic_forces_ev_per_a": [[-0.011, -0.043, -0.009], [0.094, -0.334, 0.035], [0.006, 0.298, -0.149], [0.371, -0.624, 0.068], [-0.194, 0.140, -0.025], [-0.116, -0.017, -0.059], [0.096, 0.124, 0.044], [-0.031, -0.099, -0.014], [0.043, -0.043, 0.011], [0.075, 0.028, 0.036], [-0.455, 0.660, -0.067], [0.637, -0.532, 0.028], [0.154, 0.424, 0.000], [-0.038, -0.106, 0.007], [0.000, 0.107, 0.085], [0.002, 0.084, 0.010], [-0.030, -0.028, -0.188], [0.094, 0.291, 0.492], [0.293, -0.226, -0.110], [-0.006, 0.155, 0.155], [0.154, -0.106, -0.095], [-0.054, -0.031, -0.109], [-0.144, 0.155, 0.163], [0.058, -0.036, -0.024], [-0.166, -0.026, -0.204], [0.097, -0.006, 0.078], [0.065, -0.059, -0.059], [-0.027, -0.024, -0.084], [-0.120, 0.036, -0.026], [-0.047, -0.031, -0.100], [0.005, 0.009, 0.136], [0.056, -0.084, -0.078], [-0.484, 0.352, -0.252], [0.853, -0.298, 0.136], [-0.777, -0.924, 0.667], [-0.059, 1.024, -0.706], [0.440, -0.097, 0.060], [-0.273, -0.533, 0.375], [0.006, 0.488, -0.361], [0.348, -0.210, 0.169], [-0.473, 0.083, 0.064], [-0.019, -0.014, 0.069], [-0.050, -0.066, 0.069], [-0.130, 0.185, -0.127], [-0.032, 0.068, -0.044], [-0.050, 0.014, -0.022], [-0.090, -0.070, 0.020], [-0.071, -0.058, -0.064]],
  "nbo_charge": [-0.6476, 0.2403, -0.4440, 0.1743, -0.2639, -0.1516, -0.2713, 0.2183, 0.2180, 0.2053, 0.0995, 0.1177, -0.4654, 0.3519, -0.5175, 0.4311, -0.2575, -0.5998, 0.0983, -0.2851, -0.1960, -0.2396, -0.2555, 0.3466, -0.3358, 0.2321, 0.2190, 0.2185, 0.2213, 0.4112, 0.2139, 0.2409, -0.1088, 0.0638, -0.1475, -0.3137, 0.1659, -0.4972, 0.3006, -0.2372, -0.1381, 0.2298, 0.2325, 0.1969, 0.2407, 0.2386, 0.2221, 0.2238],
  "homo_ev": -7.88,
  "e_above_lowest_kj_mol": 11.9,
  "total_charge": 0,
  "lumo_energy_ev": 0.3,
  "multiplicity": 1
}